C4H11N3 as an isolated structure in a non-equilibrium geometry. Source: OMol25; level of theory: wB97M-V/def2-TZVPD.

Computed properties:
Gap between HOMO and LUMO (alpha / beta) = 6.3 / 4.3 eV
Highest occupied orbital energy (alpha / beta) = -12.75 / -12.72 eV
E_LUMO (alpha / beta) = -0.2354 / -0.3107 Ha
⟨S²⟩ = 0.758
Charge = +1
Calculated total energy = -8780.2031 eV
Multiplicity = 2
Energy above the lowest of the compared OMol25 structures with the same formula, charge and spin = 212.3 kcal/mol

Last column: Löwdin spin population.
Geometry (Å):
C 2.07 -0.57 0.26  0.002
C 0.94 0.19 -0.64  0.002
C -0.46 -0.03 -0.19  0.097
N -2.93 0.29 0.96  0.144
C -2.71 0.55 -0.48  0.084
N -1.44 0.78 -0.87  0.573
N 3.56 -0.43 0.51  0.004
H 2.88 0.37 -0.10  0.000
H 1.95 -1.51 -0.31  0.000
H 1.18 1.27 -0.62  0.000
H 1.10 -0.16 -1.71  0.001
H -0.60 -0.03 0.94  0.054
H -0.84 -1.06 -0.30  0.021
H -2.71 -0.55 0.19  0.005
H -3.89 0.53 1.21  0.002
H -3.46 0.73 -1.25  0.008
H 1.53 -0.71 1.25  0.001
H 3.83 0.32 1.15  0.000